{"formula": "C9H24O9S3", "method": "the ωB97M-V functional and the def2-TZVPD basis", "fmax_ev_per_a": 4.32, "s2": 0.759, "homo_ha": [-0.4637, -0.4637], "relative_energy_kj_mol": 44.5, "gap_ev": [9.0913, 2.1742], "total_charge": 1, "spin_multiplicity": 2, "symbols": ["O", "S", "O", "O", "C", "C", "C", "H", "H", "H", "H", "H", "H", "H", "H", "O", "S", "O", "O", "C", "C", "C", "H", "H", "H", "H", "H", "H", "H", "H", "O", "S", "O", "O", "C", "C", "C", "H", "H", "H", "H", "H", "H", "H", "H"], "positions_angstrom": [[-3.156, 0.877, 1.235], [-2.773, 0.985, -0.191], [-2.773, 2.191, -0.996], [-1.325, 0.157, -0.432], [-0.589, 0.314, -1.638], [0.187, 1.577, -1.478], [-3.940, -0.193, -1.182], [-1.183, 0.222, -2.547], [0.219, -0.415, -1.707], [0.838, 1.482, -0.609], [-0.304, 2.550, -1.435], [0.802, 1.712, -2.369], [-3.645, -0.156, -2.231], [-4.992, 0.024, -1.002], [-3.683, -1.111, -0.654], [3.943, 1.065, 5.049], [2.731, 1.821, 5.158], [2.707, 3.232, 5.466], [1.868, 1.472, 3.842], [0.540, 1.999, 3.857], [0.439, 3.174, 2.812], [1.657, 0.917, 6.469], [0.138, 2.426, 4.776], [-0.160, 1.240, 3.507], [0.593, 2.889, 1.771], [1.061, 4.059, 2.947], [-0.521, 3.683, 2.900], [0.932, 0.302, 5.935], [1.230, 1.640, 7.164], [2.348, 0.230, 6.957], [-1.245, -3.619, -2.318], [0.175, -3.856, -2.526], [0.679, -5.063, -3.251], [0.692, -2.468, -3.337], [0.228, -2.434, -4.721], [0.323, -1.051, -5.453], [1.120, -3.472, -0.936], [-0.791, -2.809, -4.816], [0.997, -3.103, -5.108], [-0.479, -0.396, -5.115], [0.362, -1.208, -6.531], [1.287, -0.625, -5.174], [0.496, -2.605, -0.717], [2.184, -3.452, -1.170], [0.781, -4.202, -0.201]], "forces_ev_per_a": [[1.79, 0.50, -3.33], [-2.55, -1.55, -0.85], [0.65, -0.62, 1.52], [-1.71, -0.39, 1.13], [0.05, 1.33, 0.29], [1.17, 1.34, -1.09], [1.61, 0.51, 1.90], [-0.36, 0.23, 0.10], [-0.40, -0.83, 0.44], [0.02, 0.03, -0.06], [-0.74, -0.47, 0.31], [0.51, -0.19, -0.04], [-0.07, -0.03, 0.23], [0.28, 0.44, -0.02], [-0.20, -0.34, -0.54], [-0.38, 0.70, -0.45], [-1.25, -1.17, 2.30], [0.09, -1.04, -0.75], [0.33, 0.24, 0.88], [-0.92, 2.30, -2.43], [-0.24, 0.29, 0.34], [1.23, 0.48, -1.16], [0.73, -0.43, 0.48], [0.30, -0.33, 0.21], [-0.12, -0.41, 0.11], [0.80, -0.50, 0.61], [-0.54, -0.60, -0.12], [-0.12, 0.31, 0.09], [0.00, -0.13, -0.23], [0.04, 0.27, 0.09], [1.84, -0.15, -0.77], [0.73, -3.33, 1.46], [-1.42, 3.80, 1.48], [-0.74, -0.08, -1.13], [-0.20, 1.82, -0.61], [1.02, -0.98, 1.61], [-2.16, -0.54, -1.66], [0.17, -0.71, 0.28], [0.09, -0.56, -0.72], [-0.03, -0.06, -0.28], [-0.40, -0.12, 0.13], [-0.04, 0.31, -0.07], [1.02, 0.73, 0.36], [-0.25, 0.36, 0.28], [0.37, -0.44, -0.27]], "mulliken_charge": [-0.5549, 1.1198, -0.5457, -0.3270, 0.3220, -1.3820, -0.8862, 0.1884, 0.0198, 0.2741, 0.4020, 0.3990, 0.2529, 0.4090, 0.2856, -0.6127, 1.2128, -0.5900, -0.2729, -0.3337, -1.0700, -0.9128, 0.3479, 0.3862, 0.1087, 0.3630, 0.3908, 0.2911, 0.3079, 0.3866, -0.4209, 1.1000, -0.4685, 0.0146, -0.2530, -1.1395, -0.6164, 0.4507, 0.3851, 0.3164, 0.3850, 0.3539, 0.1482, 0.3653, 0.3995]}